Here is 2 unconnected molecules or ions with the total composition C10H21NP from the OMol25 dataset. Energies are from ωB97M-V/def2-TZVPD.

Last column: Mulliken charge in e.
Geometry (Å):
H -1.0426 -3.3015 0.6427  0.42
C -0.5256 0.7658 0.3915  -0.07
H -0.7849 -0.9128 -1.3495  0.35
H -1.2115 -3.3625 -1.1044  0.52
H 5.2635 1.9960 -0.1823  0.32
H -0.2587 3.0486 -1.4701  0.33
H 4.6169 0.9548 -1.4733  0.35
H -2.0374 -0.6400 1.3445  0.56
H 0.9291 -4.2567 -0.6021  0.32
H -3.2012 -2.4925 -0.0419  0.40
C -2.8906 -1.6162 -0.6398  -1.55
C -1.0677 -0.4860 0.7859  -0.64
C -2.1633 2.3766 0.6719  -0.92
C -0.7073 -2.8685 -0.2893  -0.98
P 3.0782 1.3826 0.5423  -0.07
H 1.2592 -0.0687 -0.6318  0.59
H -3.1917 -1.8739 -1.7473  0.35
H -2.3691 1.8538 1.6306  0.30
C 2.2015 0.4636 -0.4054  -0.35
H -3.5293 -0.7966 -0.3946  0.44
C -1.3413 -1.3713 -0.4681  0.63
C 0.8489 -3.1357 -0.3332  -1.23
N -0.7859 2.0050 0.2973  0.11
H -0.2694 -0.9779 1.3274  0.26
H 1.4830 -2.9129 0.4565  0.38
C -0.0419 3.0662 -0.3742  -0.72
H -0.2042 3.9774 0.0582  0.37
C 4.6864 1.0830 -0.4277  -0.91
H -2.2345 3.5413 0.6950  0.34
H 1.0000 -2.6189 -1.2530  0.34
H 4.9551 0.2039 0.1798  0.29
H 1.0752 2.9822 -0.3064  0.13
H -2.7007 1.9134 -0.1132  0.36

Summary:
Gap between HOMO and LUMO (spin up / spin down)   6.5 / 9.0 eV
Charge   +1
Relative energy (zero: lowest compared OMol25 entry of this formula, charge and spin)   1.987 eV
Lowest unoccupied orbital energy (spin up / spin down)   -4.930 / -3.900 eV

---

Here is 2 unconnected molecules or ions with the total composition C3H5NO4 from the OMol25 dataset. Energies are from ωB97M-V/def2-TZVPD.

Last column: Mulliken charge in e.
Geometry (Å):
C 0.3073 0.3286 -0.6728  0.01
O -0.8683 -2.9662 -0.7030  -0.40
C 1.1030 -0.8040 -1.0022  -0.01
H -0.6831 0.6699 -1.1624  0.31
H -1.3158 1.4083 0.6164  0.32
O 0.5928 0.9454 0.4258  -0.26
N -0.6012 -2.0945 0.0827  0.68
O -0.8133 -1.8058 1.2504  -0.42
O 1.1648 -1.4047 -2.0467  -0.52
H 1.9757 -0.8343 -0.3909  0.35
H -0.3920 1.7917 2.0502  0.26
H -0.1631 2.8740 0.6142  0.28
C -0.3068 1.8916 0.9382  -0.60

Summary:
Gap between HOMO and LUMO (spin up / spin down)   8.9 / 7.0 eV
Relative energy (zero: lowest compared OMol25 entry of this formula, charge and spin)   7.472 eV
Lowest unoccupied orbital energy (spin up / spin down)   -0.710 / -1.388 eV

---

Here is a molecular structure, C5H9O from the OMol25 dataset. Energies are from ωB97M-V/def2-TZVPD.

Last column: Mulliken charge in e.
Geometry (Å):
O 1.0267 2.9213 -0.2712  -0.52
C 0.3818 1.5094 0.7094  -0.52
C -1.1028 -1.8812 -0.0993  0.09
H -2.1005 -2.3312 -0.0340  0.31
H 0.1458 0.6138 -1.2096  0.26
H 1.1745 -0.3836 -0.1757  0.25
H -0.3253 -3.7237 -0.7100  0.30
H 1.4667 2.0412 0.3168  0.23
H -0.5773 1.9568 0.9806  0.34
C -0.8486 -0.6156 0.3911  -0.35
H -1.6945 0.0602 0.6941  0.20
C 0.2758 0.2797 -0.1461  -0.26
C -0.0608 -2.7083 -0.6289  -0.91
H 0.9104 1.1769 1.7216  0.31
H 0.9147 -2.2851 -0.7718  0.27

Summary:
Gap between HOMO and LUMO (spin up / spin down)   8.8 / 9.6 eV
Relative energy (zero: lowest compared OMol25 entry of this formula, charge and spin)   4.169 eV
Lowest unoccupied orbital energy (spin up / spin down)   0.584 / -0.747 eV
2S+1   2